The following is a DFT calculation (ωB97M-V with the def2-TZVPD basis set) of a cluster of 3 separate species, C18H31ClIN6 in total in a non-equilibrium geometry.

Atoms and positions in Å:
C: 3.857 0.770 -0.948
C: 2.530 1.506 -0.740
C: 2.188 1.745 0.737
C: 1.346 3.010 0.949
C: -0.083 2.797 1.480
C: -0.700 4.189 1.714
I: -1.560 4.399 3.677
N: -1.737 4.578 0.723
C: -1.640 4.010 -0.500
N: -2.134 4.706 -1.501
Cl: -2.140 4.133 -3.083
N: -1.132 2.789 -0.715
C: -1.048 2.061 0.570
C: -0.838 0.576 0.386
N: -2.096 -0.024 -0.073
C: -2.233 -1.452 0.282
H: 4.279 1.069 -1.895
H: 4.569 1.064 -0.193
H: 3.744 -0.302 -0.936
H: 1.760 0.937 -1.256
H: 2.607 2.467 -1.235
H: 3.133 1.881 1.237
H: 1.724 0.879 1.191
H: 1.304 3.628 0.055
H: 1.845 3.617 1.692
H: 0.009 2.266 2.413
H: 0.081 4.927 1.682
H: -2.684 4.526 1.090
H: -2.518 5.633 -1.366
H: -0.255 2.793 -1.234
H: -2.026 2.155 1.020
H: -0.094 0.435 -0.393
H: -0.498 0.110 1.297
H: -2.153 0.061 -1.078
H: -2.982 -1.551 1.053
H: -2.635 -1.964 -0.578
H: -1.300 -1.920 0.571
N: 0.070 -3.332 -3.615
C: -0.785 -2.322 -3.266
C: -2.037 -2.657 -3.711
C: -1.933 -3.921 -4.350
C: -0.623 -4.310 -4.274
H: 1.054 -3.354 -3.420
H: -0.430 -1.455 -2.735
H: -2.928 -2.063 -3.593
H: -2.728 -4.479 -4.813
H: -0.127 -5.196 -4.631
N: 0.894 -3.727 2.117
C: 1.666 -4.717 2.661
C: 1.532 -4.654 4.021
C: 0.642 -3.586 4.312
C: 0.265 -3.034 3.118
H: 0.803 -3.542 1.136
H: 2.240 -5.380 2.037
H: 2.016 -5.304 4.731
H: 0.315 -3.263 5.286
H: -0.397 -2.213 2.894

Output
* total charge: +1
* energy above the lowest of the compared OMol25 structures with the same formula, charge and spin: 62.21 kJ/mol
* LUMO level: -3.6 eV
* strongest force on any atom: 1.61 eV/Å
* multiplicity: 1
* orbital gap: 0.2411 Ha

The following is a DFT calculation (ωB97M-V with the def2-TZVPD basis set) of a structure of composition C22H33CsN6O2S7 in a non-equilibrium geometry.

Atoms and positions in Å:
Cs: -8.937 -7.581 14.761
C: -9.064 -10.521 11.283
C: -9.334 -9.146 10.698
N: -8.683 -8.039 11.319
C: -7.355 -7.622 10.864
C: -6.204 -8.495 11.193
S: -6.171 -8.960 13.030
C: -6.421 -10.707 12.979
C: -7.762 -11.292 13.204
N: -8.925 -10.572 12.691
H: -8.183 -10.871 10.824
H: -9.762 -11.298 10.907
H: -10.392 -8.839 10.766
H: -9.058 -9.234 9.602
H: -9.200 -7.218 11.441
H: -7.320 -6.613 11.252
H: -7.343 -7.337 9.760
H: -5.293 -7.921 11.070
H: -6.086 -9.443 10.701
H: -5.723 -11.106 13.781
H: -5.986 -11.114 12.032
H: -7.961 -11.320 14.260
H: -7.765 -12.321 12.841
H: -9.750 -10.928 13.156
S: -8.128 -4.133 16.223
S: -8.095 -3.130 14.430
S: -7.738 -4.413 12.808
S: -9.577 -4.905 11.961
C: -12.350 -11.283 22.227
C: -12.094 -11.263 20.729
C: -11.017 -10.640 20.182
C: -10.714 -10.559 18.872
C: -11.570 -11.243 18.041
C: -12.703 -11.827 18.497
C: -12.973 -11.896 19.849
S: -11.131 -11.219 16.190
O: -11.409 -12.557 15.781
O: -11.913 -10.095 15.738
N: -9.616 -10.750 16.109
C: -8.595 -11.503 16.676
C: -8.710 -12.735 17.293
C: -7.531 -13.368 17.691
C: -6.293 -12.821 17.533
C: -6.281 -11.506 17.100
N: -7.385 -10.886 16.666
H: -13.094 -10.531 22.307
H: -11.475 -11.027 22.729
H: -12.647 -12.168 22.755
H: -10.377 -10.057 20.867
H: -9.782 -10.086 18.613
H: -13.361 -12.332 17.771
H: -13.838 -12.524 20.275
H: -9.633 -13.219 17.507
H: -7.731 -14.342 18.142
H: -5.501 -13.468 17.819
H: -5.298 -10.930 17.009
C: -12.176 -1.897 16.515
N: -12.181 -2.695 15.366
C: -11.801 -4.120 15.260
C: -12.421 -4.461 13.934
N: -12.641 -3.180 13.305
C: -12.606 -2.160 14.195
S: -12.912 -0.540 13.809
H: -11.401 -1.161 16.580
H: -12.008 -2.649 17.319
H: -13.134 -1.351 16.670
H: -12.227 -4.682 16.067
H: -10.759 -4.184 15.406
H: -13.352 -5.003 14.162
H: -11.709 -5.083 13.363
H: -12.503 -3.078 12.286

Output
* total charge: -2
* energy above the lowest of the compared OMol25 structures with the same formula, charge and spin: 189.02 kJ/mol
* LUMO level: 3.5 eV
* strongest force on any atom: 3.85 eV/Å
* multiplicity: 1
* orbital gap: 0.1599 Ha

The following is a DFT calculation (ωB97M-V with the def2-TZVPD basis set) of a cluster of 3 separate species, C14H12Br2O4 in total in a non-equilibrium geometry.

Atoms and positions in Å:
O: 27.703 -21.085 -14.119
C: 28.564 -21.510 -15.000
C: 29.020 -22.909 -15.143
C: 29.852 -23.429 -16.138
C: 30.528 -22.584 -17.041
O: 31.335 -23.010 -17.832
C: 30.171 -21.192 -16.853
C: 29.246 -20.678 -15.954
H: 28.543 -23.564 -14.429
H: 30.167 -24.440 -15.928
H: 30.595 -20.538 -17.601
H: 29.151 -19.602 -15.929
O: 25.939 -20.685 -17.256
C: 26.141 -21.903 -17.385
C: 25.529 -22.899 -16.460
C: 25.967 -24.161 -16.369
C: 26.898 -24.777 -17.377
O: 27.199 -25.960 -17.402
C: 27.225 -23.830 -18.503
C: 26.878 -22.491 -18.571
H: 24.829 -22.438 -15.778
H: 25.514 -24.778 -15.607
H: 27.732 -24.205 -19.380
H: 27.167 -21.898 -19.426
Br: 32.528 -28.854 -18.411
C: 30.997 -27.583 -18.067
C: 29.898 -28.277 -17.144
Br: 29.327 -29.974 -17.886
H: 30.582 -27.344 -19.046
H: 31.240 -26.618 -17.623
H: 29.083 -27.567 -17.001
H: 30.267 -28.606 -16.172

Output
* energy above the lowest of the compared OMol25 structures with the same formula, charge and spin: 163.37 kJ/mol
* LUMO level: -2.7 eV
* SMILES string: O=C1C=CC(=O)C=C1.O=C1C=CC(=O)C=C1.BrCCBr
* strongest force on any atom: 5.76 eV/Å
* multiplicity: 1
* orbital gap: 0.2629 Ha

The following is a DFT calculation (ωB97M-V with the def2-TZVPD basis set) of the molecule C4H8OS in a non-equilibrium geometry.

Atoms and positions in Å:
C: -0.617 1.276 1.268
S: -1.792 0.488 0.151
O: -2.511 -0.577 0.804
C: -0.136 -0.108 -0.396
C: 0.357 -1.404 0.203
C: 0.690 0.645 -1.315
H: -0.151 0.698 2.075
H: -0.001 2.121 0.875
H: 1.050 -1.408 1.044
H: 0.920 -1.913 -0.550
H: -0.460 -2.130 0.536
H: 0.082 1.235 -2.027
H: 1.142 -0.136 -1.953
H: 1.426 1.215 -0.715

Output
* energy above the lowest of the compared OMol25 structures with the same formula, charge and spin: 384.19 kJ/mol
* LUMO level (alpha / beta): 0.2 / 0.2 eV
* SMILES string: C=S(=O)=C(C)C
* strongest force on any atom: 4.88 eV/Å
* multiplicity: 1
* orbital gap (alpha / beta): 0.3062 / 0.3063 Ha

The following is a DFT calculation (ωB97M-V with the def2-TZVPD basis set) of the molecule C26H35N3O3S in a non-equilibrium geometry.

Atoms and positions in Å:
C: 2.980 2.035 3.095
H: 3.166 2.623 2.197
H: 3.863 1.441 3.312
C: 1.777 1.120 2.898
N: 0.577 1.900 2.633
C: -0.398 1.951 3.586
O: -0.343 1.282 4.600
C: -1.560 2.843 3.309
C: -1.396 4.191 3.015
C: -2.480 5.028 2.847
C: -3.761 4.517 2.962
C: -3.943 3.176 3.262
C: -2.851 2.346 3.447
H: -2.985 1.305 3.700
H: -4.941 2.776 3.360
H: -4.614 5.165 2.826
H: -2.297 6.070 2.627
S: 0.288 4.863 2.850
O: 0.142 6.267 2.479
C: 0.399 3.928 1.294
C: 0.335 4.570 0.074
C: 0.368 3.825 -1.089
C: 0.464 2.435 -1.030
C: 0.526 1.801 0.206
C: 0.496 2.544 1.379
H: 0.550 0.725 0.279
C: 0.418 1.687 -2.327
O: -0.068 2.182 -3.326
N: 0.980 0.458 -2.318
H: 1.289 0.038 -1.457
C: 0.835 -0.461 -3.421
H: 0.428 0.104 -4.262
H: 1.818 -0.853 -3.695
C: -0.123 -1.597 -3.045
N: 0.352 -2.338 -1.887
C: -0.733 -2.888 -1.083
H: -0.396 -3.813 -0.612
C: -1.145 -1.902 0.022
C: -0.058 -1.843 1.092
H: 0.006 -2.796 1.614
H: 0.910 -1.645 0.636
H: -0.277 -1.072 1.829
C: -2.478 -2.312 0.641
H: -2.751 -1.626 1.440
H: -3.271 -2.302 -0.105
H: -2.411 -3.314 1.057
H: -1.259 -0.910 -0.428
H: -1.610 -3.133 -1.700
C: 1.415 -3.283 -2.176
H: 1.795 -3.632 -1.211
C: 1.032 -4.504 -3.051
C: 1.715 -4.446 -4.417
H: 1.408 -5.289 -5.032
H: 1.462 -3.529 -4.945
H: 2.796 -4.487 -4.299
C: 1.391 -5.814 -2.351
H: 2.463 -5.864 -2.169
H: 0.874 -5.901 -1.398
H: 1.111 -6.665 -2.969
H: -0.053 -4.489 -3.205
H: 2.225 -2.732 -2.658
H: -1.084 -1.147 -2.788
H: -0.278 -2.242 -3.923
H: 0.306 4.295 -2.058
H: 0.258 5.647 0.063
H: 1.960 0.430 2.071
H: 1.582 0.545 3.806
H: 2.804 2.715 3.925

Output
* energy above the lowest of the compared OMol25 structures with the same formula, charge and spin: 16.62 kJ/mol
* LUMO level: 0.2 eV
* strongest force on any atom: 1.43 eV/Å
* multiplicity: 1
* orbital gap: 0.3294 Ha

The following is a DFT calculation (ωB97M-V with the def2-TZVPD basis set) of a structure of composition C40H72BCaN8P2 in a non-equilibrium geometry.

Atoms and positions in Å:
Ca: -0.365 0.528 -0.181
C: -1.368 -4.823 -0.745
C: -1.343 -4.287 0.694
C: 0.123 -4.262 1.162
C: -2.150 -5.212 1.600
P: -1.872 -2.491 0.670
C: -1.591 -1.964 2.438
N: -0.271 -1.409 2.641
B: 0.323 -0.330 1.862
N: 1.616 -0.180 2.517
C: 2.653 0.757 2.145
P: 3.059 0.608 0.334
C: 4.295 -0.813 0.358
C: 5.322 -0.803 1.490
C: 5.043 -0.897 -0.978
C: 3.417 -2.069 0.509
C: 3.873 2.262 -0.013
C: 4.230 2.308 -1.504
C: 5.101 2.612 0.828
C: 2.784 3.320 0.225
C: 1.751 -1.058 3.592
C: 2.788 -1.261 4.491
C: 2.637 -2.235 5.474
C: 1.469 -2.985 5.559
C: 0.424 -2.782 4.661
C: 0.573 -1.818 3.675
C: -3.740 -2.333 0.605
C: -4.289 -3.125 -0.586
C: -4.501 -2.717 1.877
C: -3.975 -0.844 0.317
H: -0.906 -5.815 -0.768
H: -0.800 -4.176 -1.418
H: -2.379 -4.921 -1.138
H: 0.588 -5.227 0.938
H: 0.211 -4.092 2.236
H: 0.703 -3.484 0.656
H: -1.666 -6.193 1.625
H: -3.167 -5.359 1.236
H: -2.197 -4.849 2.628
H: -1.760 -2.803 3.111
H: -2.353 -1.219 2.671
H: 3.538 0.592 2.754
H: 2.338 1.785 2.325
H: 5.915 0.108 1.517
H: 6.010 -1.641 1.337
H: 4.861 -0.951 2.467
H: 5.854 -0.171 -1.031
H: 4.386 -0.741 -1.833
H: 5.491 -1.890 -1.076
H: 2.882 -2.088 1.460
H: 4.054 -2.958 0.466
H: 2.679 -2.144 -0.295
H: 5.046 1.636 -1.756
H: 4.541 3.322 -1.778
H: 3.368 2.039 -2.119
H: 5.979 2.049 0.511
H: 4.939 2.431 1.893
H: 5.336 3.674 0.705
H: 1.818 3.026 -0.206
H: 3.079 4.256 -0.257
H: 2.636 3.533 1.284
H: 3.696 -0.672 4.449
H: 3.436 -2.402 6.185
H: 1.366 -3.735 6.333
H: -0.484 -3.368 4.751
H: -4.301 -4.198 -0.391
H: -3.708 -2.946 -1.496
H: -5.321 -2.817 -0.784
H: -4.261 -3.720 2.224
H: -5.577 -2.689 1.671
H: -4.309 -2.021 2.695
H: -3.540 -0.568 -0.648
H: -3.545 -0.198 1.094
H: -5.049 -0.638 0.273
C: 1.162 2.768 -3.905
N: 0.970 1.355 -4.194
C: 1.345 0.964 -5.546
C: 0.264 0.527 -3.370
N: -0.699 0.905 -2.555
C: -1.461 2.067 -2.884
C: -1.874 2.323 -4.193
C: -2.564 3.476 -4.527
C: -2.846 4.411 -3.539
C: -2.502 4.137 -2.226
C: -1.869 2.945 -1.870
N: -1.586 2.633 -0.514
C: -2.475 2.906 0.421
N: -3.807 3.093 0.224
C: -4.556 4.080 0.994
C: -4.508 2.588 -0.943
N: -2.044 2.995 1.711
C: -0.642 3.251 2.007
C: -2.812 2.456 2.828
N: 0.613 -0.793 -3.419
C: 2.003 -1.219 -3.501
C: -0.282 -1.812 -2.896
H: 0.517 3.399 -4.518
H: 2.201 3.027 -4.112
H: 0.954 2.978 -2.859
H: 0.793 1.573 -6.268
H: 1.112 -0.080 -5.721
H: 2.411 1.126 -5.713
H: -1.632 1.597 -4.963
H: -2.865 3.650 -5.552
H: -3.347 5.339 -3.785
H: -2.734 4.853 -1.444
H: -3.917 4.550 1.734
H: -5.411 3.624 1.500
H: -4.935 4.852 0.319
H: -3.901 1.865 -1.477
H: -4.764 3.397 -1.631
H: -5.430 2.102 -0.618
H: -0.178 3.765 1.172
H: -0.100 2.320 2.208
H: -0.579 3.883 2.894
H: -3.770 2.077 2.485
H: -2.987 3.219 3.590
H: -2.254 1.636 3.286
H: 2.639 -0.399 -3.817
H: 2.105 -2.042 -4.211
H: 2.341 -1.563 -2.522
H: -1.299 -1.434 -2.852
H: 0.012 -2.139 -1.893
H: -0.255 -2.685 -3.551

Output
* total charge: +1
* LUMO level: -1.5 eV
* strongest force on any atom: 2.52 eV/Å
* multiplicity: 1
* orbital gap: 0.2819 Ha

The following is a DFT calculation (ωB97M-V with the def2-TZVPD basis set) of the molecule C4H6ClN in a non-equilibrium geometry.

Atoms and positions in Å:
C: 0.148 -1.682 -0.468
C: 0.028 0.925 -0.126
C: 0.934 0.135 0.855
C: -1.055 0.203 -0.747
N: 0.915 -1.309 0.355
Cl: -2.458 -0.002 0.367
H: -0.041 -2.651 -0.893
H: -0.439 1.794 0.400
H: 0.635 1.365 -0.926
H: 1.918 0.591 0.875
H: 0.681 0.090 1.997
H: -1.266 0.542 -1.689

Output
* energy above the lowest of the compared OMol25 structures with the same formula, charge and spin: 269.68 kJ/mol
* LUMO level: 1.1 eV
* strongest force on any atom: 4.86 eV/Å
* multiplicity: 1
* orbital gap: 0.3413 Ha

The following is a DFT calculation (ωB97M-V with the def2-TZVPD basis set) of a cluster of 10 separate species, C4H25NO11S in total in a non-equilibrium geometry.

Atoms and positions in Å:
O: 1.056 -0.912 -2.461
C: 0.381 -0.133 -1.828
N: 0.171 -0.523 -0.437
C: -0.839 -0.056 0.456
O: -1.249 -0.996 1.129
C: -1.328 1.269 0.776
C: -0.955 1.606 2.253
S: -0.116 3.330 2.427
H: -0.195 0.702 -2.195
H: 0.231 -1.478 -0.089
H: -2.440 1.248 0.714
H: -1.027 2.089 0.112
H: -0.452 0.645 2.791
H: -1.922 1.669 2.829
H: 0.905 3.184 1.582
O: -3.466 0.309 -1.168
H: -4.256 0.672 -1.016
H: -3.661 -0.694 -1.244
O: 0.361 -3.085 1.659
H: 0.261 -3.649 2.391
H: -0.353 -2.520 1.543
O: -1.769 2.041 -2.298
H: -2.522 2.337 -2.904
H: -2.130 1.293 -1.847
O: -0.983 -5.012 0.255
H: -0.647 -4.861 -0.692
H: -0.585 -4.265 0.649
O: -3.079 -2.878 -0.790
H: -3.016 -3.538 0.012
H: -2.277 -2.276 -0.708
O: 2.870 0.752 2.512
H: 3.099 0.313 1.620
H: 1.979 0.803 2.022
O: 3.815 -1.462 0.650
H: 3.311 -1.152 -0.064
H: 4.691 -1.113 0.739
O: 3.516 0.634 -1.600
H: 2.852 1.261 -1.420
H: 4.331 0.883 -1.896
O: 1.274 2.823 -3.076
H: 1.781 2.338 -3.787
H: 0.374 2.662 -3.347

Output
* energy above the lowest of the compared OMol25 structures with the same formula, charge and spin: 239.13 kJ/mol
* LUMO level: -0.1 eV
* SMILES string: O=CNC(=O)CCS.O.O.O.O.O.O.O.O.O
* strongest force on any atom: 6.51 eV/Å
* multiplicity: 1
* orbital gap: 0.3457 Ha

The following is a DFT calculation (ωB97M-V with the def2-TZVPD basis set) of the molecule C4H6N2O in a non-equilibrium geometry.

Atoms and positions in Å:
C: -2.478 0.306 0.243
O: -1.490 -0.575 -0.158
C: -0.199 -0.150 -0.251
C: 0.419 1.094 -0.297
N: 1.793 0.768 0.303
C: 1.803 -0.567 0.067
N: 0.692 -1.269 -0.027
H: -3.405 -0.254 0.459
H: -2.552 0.961 -0.728
H: -2.240 0.818 1.326
H: -0.004 2.008 -0.413
H: 2.508 1.310 -0.199
H: 2.942 -0.830 0.320

Output
* energy above the lowest of the compared OMol25 structures with the same formula, charge and spin: 340.26 kJ/mol
* LUMO level: 0.8 eV
* SMILES string: COc1c[nH]cn1
* strongest force on any atom: 5.97 eV/Å
* multiplicity: 1
* orbital gap: 0.3494 Ha

The following is a DFT calculation (ωB97M-V with the def2-TZVPD basis set) of a cluster of 2 separate species, C13H31N2O6S in total.

Atoms and positions in Å:
C: -1.249 2.518 -3.677
C: -1.403 3.074 -2.250
C: -1.543 2.023 -1.140
N: -0.629 0.863 -1.319
S: 0.910 1.083 -0.730
C: 1.948 0.823 -2.182
N: 1.968 -0.462 -2.820
C: 1.962 -0.350 -4.285
C: 1.207 -0.316 0.459
O: 1.778 -1.422 -0.111
C: 1.045 -2.643 -0.151
O: 0.256 -2.748 -1.291
C: -1.147 -2.590 -1.115
C: -1.765 -2.247 -2.472
O: -3.096 -1.799 -2.264
H: -1.043 1.443 -3.675
H: -2.154 2.680 -4.269
H: -0.430 3.003 -4.213
H: -2.305 3.693 -2.196
H: -0.572 3.745 -2.001
H: -1.365 2.492 -0.163
H: -2.556 1.607 -1.114
H: -1.035 -0.007 -1.005
H: 2.947 1.152 -1.852
H: 1.529 1.628 -2.814
H: 1.214 -1.062 -2.508
H: 2.525 0.536 -4.590
H: 0.952 -0.278 -4.713
H: 2.466 -1.218 -4.718
H: 0.224 -0.489 0.920
H: 1.865 0.141 1.208
H: 1.818 -3.409 -0.187
H: 0.437 -2.741 0.760
H: -1.379 -1.808 -0.373
H: -1.582 -3.519 -0.726
H: -1.782 -3.143 -3.102
H: -1.149 -1.497 -2.985
H: -3.209 -0.924 -2.636
C: 2.112 0.170 6.315
C: 1.151 -0.951 5.998
O: -0.155 -0.443 5.632
C: -0.280 0.007 4.403
O: 0.560 -0.010 3.530
O: -1.524 0.478 4.242
C: -1.728 1.076 2.969
H: 1.705 0.811 7.096
H: 3.052 -0.251 6.672
H: 2.319 0.773 5.432
H: 0.951 -1.566 6.871
H: 1.517 -1.587 5.193
H: -1.357 0.399 2.199
H: -1.187 2.021 2.902
H: -2.793 1.242 2.850

Output
* total charge: +1
* LUMO level: -2.4 eV
* strongest force on any atom: 0.39 eV/Å
* multiplicity: 1
* orbital gap: 0.3700 Ha

What is the formula in the fifth record?
C26H35N3O3S